Version w
Formula: C5H4S
Source: OMol25
Level of theory: ωB97M-V/def2-TZVPD

The orbital gap is 6.97 eV. The HOMO energy comes out at -0.329 Ha.

Geometry as ORCA input:
```
! wB97M-V def2-TZVPD RIJCOSX def2/J DEFGRID3
* xyz 0 1
C 1.1793 0.0135 -0.3415
C 0.1158 -1.1743 -0.3659
C -1.2043 -0.7030 0.0911
C -0.9216 0.7430 -0.0711
C 0.3395 1.1427 -0.3134
H 0.5118 -2.2452 -0.3353
H -1.9688 -1.4963 0.7340
H -1.6445 1.6692 0.6367
H 0.7282 2.1426 -0.1014
S 2.8646 -0.0921 0.0670
*
```

Version x
Formula: C5H4S
Source: OMol25
Level of theory: ωB97M-V/def2-TZVPD

The orbital gap (alpha / beta) is 8.21 / 6.58 eV. The HOMO energy (alpha / beta) comes out at -0.318 / -0.288 Ha.

Geometry as ORCA input:
```
! wB97M-V def2-TZVPD RIJCOSX def2/J DEFGRID3
* xyz 0 1
C -0.6112 -1.1512 -0.4983
C 0.2797 -1.5267 0.3471
C -1.3164 -0.0997 -0.9516
C 1.0225 -0.3905 0.8727
C 0.4939 0.8929 0.3261
S 1.9339 0.4494 -0.5102
H -1.6135 0.1691 -1.9150
H -1.9076 0.4285 -0.2121
H 1.4259 -0.5359 1.7860
H 0.2929 1.7640 0.7554
*
```

Name the least stable of them. version x.

Version w
Formula: C2H4BrNO2
Source: OMol25
Level of theory: ωB97M-V/def2-TZVPD

The orbital gap is 9.88 eV. The HOMO energy comes out at -0.360 Ha.

Geometry as ORCA input:
```
! wB97M-V def2-TZVPD RIJCOSX def2/J DEFGRID3
* xyz 0 1
C -0.0324 -1.5329 0.1675
C -0.2429 -0.0369 0.0004
N 0.0541 0.7865 1.0132
O -0.0200 -2.1351 -1.0212
O 0.2666 -2.1290 1.1540
Br -2.2972 -0.0950 -0.3779
H 0.1191 0.4147 -1.3610
H -0.2478 -1.6006 -1.8425
H -0.2820 1.6746 0.8089
H 0.6160 0.6723 1.8483
*
```

Version x
Formula: C2H4BrNO2
Source: OMol25
Level of theory: ωB97M-V/def2-TZVPD

The orbital gap (alpha / beta) is 5.79 / 5.80 eV. The HOMO energy (alpha / beta) comes out at -0.357 / -0.357 Ha.

Geometry as ORCA input:
```
! wB97M-V def2-TZVPD RIJCOSX def2/J DEFGRID3
* xyz 0 1
C 0.7358 -0.9424 0.3000
C 0.2695 0.1136 -0.5247
N -0.1106 1.3988 0.0529
O -0.0491 1.4635 1.2481
O -0.5227 2.2332 -0.7126
Br -2.7136 -0.8269 -0.2530
H 1.8501 -0.7501 0.5934
H 0.5363 -1.8403 -0.2804
H 0.0223 -0.9725 1.1557
H -0.0181 0.1231 -1.5796
*
```

Name the least stable of them. version x.

Version w
Formula: C2H6Cl2NPS
Source: OMol25
Level of theory: ωB97M-V/def2-TZVPD

Its SMILES is CN(CS)P(Cl)Cl. The orbital gap is 9.75 eV. The HOMO energy comes out at -0.334 Ha.

Geometry as ORCA input:
```
! wB97M-V def2-TZVPD RIJCOSX def2/J DEFGRID3
* xyz 0 1
C -0.0960 -1.1789 0.3275
C -0.8328 1.2746 0.0375
N 0.1923 0.1343 -0.0226
P 1.6248 0.7776 -0.4778
S -1.3047 -1.7857 -1.0214
Cl 2.5315 1.0587 1.3874
Cl 2.6407 -0.8211 -1.0121
H -2.0855 -0.6936 -0.9318
H 0.7278 -1.9435 0.2956
H -0.4916 -1.3055 1.2377
H -0.8553 1.6342 -1.0530
H -1.7521 0.8281 0.5161
H -0.2990 2.0208 0.7169
*
```

Version x
Formula: C2H6Cl2NPS
Source: OMol25
Level of theory: ωB97M-V/def2-TZVPD

Its SMILES is CN(CS)P(Cl)Cl. The orbital gap is 9.68 eV. The HOMO energy comes out at -0.334 Ha.

Geometry as ORCA input:
```
! wB97M-V def2-TZVPD RIJCOSX def2/J DEFGRID3
* xyz 0 1
C 0.8325 -0.1811 0.2066
C -0.5774 0.4179 -1.6212
N -0.4526 -0.0935 -0.2816
P -1.8060 -0.4816 0.7420
S 1.6246 1.4649 0.7294
Cl -1.2312 -2.4424 1.3119
Cl -1.4371 0.4617 2.4678
H 2.4042 0.9657 1.7212
H 1.0020 -0.9508 1.0251
H 1.5547 -0.5675 -0.6454
H 0.1130 -0.2193 -2.1448
H -1.5692 0.1300 -1.8664
H -0.4576 1.4958 -1.6446
*
```

Name the least stable of them. version w.

Version w
Formula: CH8NS2
Source: OMol25
Level of theory: ωB97M-V/def2-TZVPD

The orbital gap is 8.60 eV. The HOMO energy comes out at -0.465 Ha.

Geometry as ORCA input:
```
! wB97M-V def2-TZVPD RIJCOSX def2/J DEFGRID3
* xyz 1 1
N -0.0673 1.9986 -1.6946
H 0.1408 2.6631 -0.9814
H 0.1885 1.0403 -1.4035
H 0.5308 2.3560 -2.5047
H -1.0091 1.8955 -2.0148
C 0.7647 -2.1652 -0.0268
S 0.8122 -0.4184 0.2318
S -1.1498 0.2588 0.9084
H 0.6567 -2.6625 -1.0134
H 1.7193 -2.6038 0.4759
H 0.0353 -2.6994 0.5809
H -0.9787 1.5648 0.6409
*
```

Version x
Formula: CH8NS2
Source: OMol25
Level of theory: ωB97M-V/def2-TZVPD

The orbital gap is 8.24 eV. The HOMO energy comes out at -0.452 Ha.

Geometry as ORCA input:
```
! wB97M-V def2-TZVPD RIJCOSX def2/J DEFGRID3
* xyz 1 1
N -0.6143 1.1150 -2.6056
H -1.0989 0.3608 -3.0826
H 0.3565 1.1385 -2.9273
H -0.5161 1.0095 -1.5753
H -1.0849 2.0226 -2.6454
C 0.0338 0.2319 2.3123
S 0.2144 0.6140 0.5841
S 0.1817 -1.3476 -0.2635
H -0.5317 -0.6883 2.4141
H 0.9662 0.1769 2.8656
H -0.5877 1.0374 2.7055
H 0.6878 -1.8526 0.8693
*
```

Name the least stable of them. version w.